{
  "formula": "C9H11FeO7",
  "method": "ωB97M-V/def2-TZVPD",
  "species": ["Fe", "O", "O", "C", "O", "C", "C", "C", "C", "O", "C", "O", "C", "C", "H", "H", "H", "H", "H", "O", "H", "H", "C", "O", "H", "H", "H", "H"],
  "coordinates": [[0.019, -0.006, -0.145], [-0.046, 1.661, -0.224], [-2.578, -0.587, 1.837], [-1.236, -0.159, 2.618], [-0.081, 0.121, 2.032], [-1.329, -0.082, 4.068], [-2.534, -0.375, 4.726], [-2.641, -0.308, 6.113], [-1.518, 0.058, 6.814], [-1.403, 0.187, 8.175], [-0.034, 0.585, 8.343], [0.644, 0.686, 7.085], [-0.331, 0.348, 6.181], [-0.201, 0.288, 4.819], [-3.396, -0.660, 4.136], [-3.572, -0.534, 6.614], [0.477, -0.152, 8.967], [-0.003, 1.554, 8.846], [0.735, 0.517, 4.329], [-1.540, -0.787, 0.867], [-1.791, 0.150, 1.687], [-1.147, -1.510, 1.385], [0.385, -2.414, -1.527], [0.177, -2.028, -0.144], [0.632, -3.475, -1.578], [1.191, -1.822, -1.960], [-0.534, -2.229, -2.075], [1.009, -2.204, 0.325]],
  "forces_ev_per_a": [[1.05, 2.58, -0.61], [-0.05, -0.62, -0.50], [-3.01, -2.08, 1.56], [6.49, 3.80, 7.88], [-0.73, -1.48, 2.76], [-1.40, -0.53, -0.03], [0.14, 0.01, -0.16], [-0.06, -0.02, -0.14], [-0.73, -0.19, 0.24], [0.78, 0.16, -0.79], [0.58, 0.26, 1.21], [-1.02, -0.28, 0.19], [0.36, 0.07, -0.61], [0.38, 0.01, -0.22], [0.00, -0.01, 0.09], [0.03, 0.02, 0.04], [-0.04, -0.09, -0.11], [-0.08, 0.04, -0.12], [-0.04, 0.03, 0.00], [-3.09, -7.18, -7.80], [-1.21, 7.26, -0.92], [0.73, -0.56, -1.47], [0.13, -0.33, -0.24], [1.06, -0.88, -0.38], [-0.04, 0.02, 0.01], [-0.03, -0.02, -0.04], [-0.04, 0.06, 0.16], [-0.15, -0.03, 0.01]],
  "lowdin_spin": [3.187, 0.540, 0.227, 0.309, 0.381, -0.001, 0.060, -0.008, 0.049, 0.024, 0.000, -0.008, -0.005, 0.042, 0.005, -0.002, 0.000, 0.000, 0.004, 0.031, 0.053, 0.002, 0.036, 0.049, 0.003, 0.012, 0.005, 0.006],
  "molar_mass_g_mol": 287.02,
  "e_above_lowest_kj_mol": 732.7,
  "e_homo_ev": [-6.876, -7.320],
  "gap_ev": [6.5, 6.9],
  "multiplicity": 6,
  "s2": 8.803
}

***

{
  "formula": "C9H11GaN11O3S2",
  "method": "ωB97M-V/def2-TZVPD",
  "species": ["Ga", "N", "C", "N", "C", "N", "N", "C", "N", "C", "C", "C", "C", "C", "N", "H", "H", "H", "H", "H", "H", "H", "H", "N", "N", "N", "C", "N", "N", "H", "H", "H", "O", "S", "O", "O", "S"],
  "coordinates": [[-0.349, -1.903, -0.675], [2.446, -1.840, 1.493], [2.064, -0.709, 0.928], [2.891, 0.365, 1.079], [2.664, 1.458, 0.427], [3.534, 2.469, 0.498], [1.529, 1.572, -0.373], [0.462, 0.532, -0.341], [0.945, -0.677, 0.230], [-1.731, 0.401, 0.541], [-2.790, 1.047, 1.216], [-3.965, 0.387, 1.464], [-4.111, -0.936, 1.040], [-3.058, -1.539, 0.404], [-1.885, -0.911, 0.170], [3.317, -1.863, 1.993], [1.891, -2.677, 1.359], [4.383, 2.285, 1.008], [3.458, 3.298, -0.063], [-2.627, 2.074, 1.508], [-4.774, 0.888, 1.977], [-5.024, -1.486, 1.205], [-3.114, -2.562, 0.064], [1.473, 3.849, -0.783], [1.168, 2.586, -1.175], [0.592, 2.410, -2.284], [0.165, 1.148, -2.572], [0.075, 0.217, -1.687], [-0.634, 1.130, 0.261], [1.109, 4.504, -1.466], [1.135, 4.026, 0.159], [-0.215, 0.997, -3.572], [0.343, -3.581, 0.468], [-0.265, -4.304, -0.705], [-1.620, -3.702, -0.809], [-0.141, -5.712, -0.732], [0.656, -3.240, -2.253]],
  "forces_ev_per_a": [[0.00, -0.05, 0.28], [-0.01, 0.12, 0.03], [-0.14, -0.24, -0.18], [0.04, 0.18, 0.06], [0.35, -0.06, 0.18], [-0.02, -0.01, -0.05], [-0.24, -0.17, -0.12], [-0.23, 0.48, 0.74], [-0.14, 0.05, -0.39], [-0.30, -0.28, 0.15], [0.11, -0.06, -0.08], [0.10, 0.00, -0.04], [0.05, -0.04, -0.03], [-0.26, -0.12, 0.13], [0.42, 0.15, -0.29], [0.03, -0.02, 0.00], [0.02, -0.09, 0.01], [0.00, -0.02, 0.01], [-0.01, 0.02, 0.01], [-0.04, 0.00, 0.01], [0.01, 0.02, 0.01], [0.01, -0.02, -0.02], [0.00, 0.01, 0.02], [0.35, 0.37, 0.10], [-0.23, -0.39, -0.31], [0.14, 0.76, 0.33], [-0.14, -1.07, 0.06], [0.15, 0.40, -0.63], [0.32, 0.28, -0.11], [-0.03, -0.02, -0.10], [-0.12, -0.11, 0.05], [0.05, 0.09, -0.02], [-0.08, 0.24, 0.25], [0.23, -0.40, -0.42], [-0.23, -0.07, 0.10], [0.02, -0.11, 0.03], [-0.18, 0.19, 0.20]],
  "mulliken_charge": [1.024, -0.204, 0.515, -0.671, 0.824, -0.343, 0.080, 1.414, -0.159, 0.081, -0.484, -0.299, -0.897, -0.148, 0.000, 0.242, 0.314, 0.289, 0.218, 0.455, 0.433, 0.427, 0.623, -0.768, 0.885, -1.034, -0.457, -0.460, -0.596, 0.336, 0.269, 0.515, -0.714, 0.954, -0.687, -0.610, -0.366],
  "molar_mass_g_mol": 455.12,
  "charge": 1,
  "e_homo_ev": [-11.257, -11.258],
  "gap_ev": [5.1, 5.1]
}

***

{
  "formula": "C9H11IN2O2PS",
  "method": "ωB97M-V/def2-TZVPD",
  "species": ["O", "P", "I", "C", "C", "C", "C", "N", "C", "N", "C", "S", "H", "H", "H", "H", "H", "C", "C", "O", "C", "H", "H", "H", "H", "H", "H"],
  "coordinates": [[1.037, 1.556, 1.726], [1.028, 1.027, 0.066], [2.334, 2.607, -1.322], [-0.820, 1.050, -0.427], [-1.554, -0.205, -1.045], [-3.066, -0.023, -1.435], [-3.790, 1.330, -1.172], [-3.070, 2.454, -0.598], [-1.657, 2.357, -0.234], [-1.071, 3.624, 0.304], [-0.798, 4.327, -0.786], [-0.482, 5.061, -2.247], [0.139, 1.290, 2.062], [-0.966, -1.177, -1.196], [-3.638, -0.889, -1.916], [-4.894, 1.520, -1.416], [-3.570, 3.352, -0.443], [1.703, -2.658, 2.008], [2.062, -2.887, 0.564], [1.222, -2.809, -0.318], [3.496, -3.216, 0.250], [0.637, -2.431, 2.085], [1.911, -3.558, 2.590], [2.270, -1.812, 2.403], [3.784, -4.141, 0.754], [4.143, -2.395, 0.567], [3.608, -3.355, -0.827]],
  "forces_ev_per_a": [[-1.65, -0.50, -2.30], [0.27, -1.30, 1.48], [-0.65, 0.03, 0.52], [-4.30, 1.18, -0.96], [-1.72, 4.11, 0.76], [1.52, 2.83, 1.49], [3.06, -1.61, 0.22], [1.84, -3.39, -0.46], [-0.68, -1.72, -0.83], [-0.05, 0.43, -5.46], [0.01, -0.51, -0.58], [-1.05, -2.00, 4.80], [1.13, 0.49, -0.04], [-1.00, 1.51, 0.23], [0.88, 1.57, 0.88], [1.95, -0.40, 0.40], [0.59, -0.86, -0.09], [-0.38, 0.10, -0.11], [-0.44, 0.02, -0.55], [0.28, 0.12, 0.43], [-0.12, -0.04, -0.43], [0.12, -0.06, -0.02], [0.15, 0.14, 0.07], [0.12, -0.17, 0.10], [0.11, 0.16, 0.12], [0.05, -0.15, 0.17], [-0.04, 0.02, 0.16]],
  "mulliken_charge": [-0.479, 0.341, -0.053, 0.044, -0.164, -0.489, -0.145, -0.043, 0.329, -0.453, 0.301, -0.036, 0.337, 0.421, 0.351, 0.376, 0.336, -1.082, 0.834, -0.534, -1.114, 0.241, 0.398, 0.315, 0.344, 0.320, 0.303],
  "molar_mass_g_mol": 369.14,
  "charge": 1,
  "e_homo_ev": -11.815,
  "gap_ev": 6.6
}